{
  "formula": "C10H26N4O14Zn2",
  "method": "ωB97M-V with the def2-TZVPD basis set",
  "symbols": ["Zn", "Zn", "C", "O", "O", "O", "C", "O", "O", "O", "C", "O", "N", "N", "H", "H", "H", "H", "C", "O", "N", "N", "H", "H", "H", "H", "C", "C", "O", "O", "H", "H", "H", "H", "H", "H", "C", "C", "O", "O", "H", "H", "H", "H", "H", "H", "C", "C", "O", "O", "H", "H", "H", "H", "H", "H"],
  "positions_angstrom": [[-0.178, -3.320, -0.700], [-2.358, -1.928, 1.060], [-0.445, -0.855, -0.177], [-0.780, -0.528, 1.039], [0.662, -1.578, -0.204], [-1.363, -1.569, -0.706], [-2.102, -4.467, 0.532], [-1.617, -4.757, -0.643], [-3.136, -3.693, 0.553], [-1.205, -3.691, 1.064], [-3.259, 3.168, 0.647], [-4.467, 3.351, 0.523], [-2.367, 3.983, 1.229], [-2.703, 2.071, 0.024], [-1.375, 3.911, 1.112], [-2.789, 4.679, 1.820], [-1.707, 1.962, 0.019], [-3.387, 1.492, -0.429], [1.702, -2.872, 3.011], [1.849, -3.703, 3.920], [2.559, -2.654, 1.998], [0.590, -2.106, 3.076], [3.292, -3.333, 1.886], [2.298, -2.098, 1.204], [0.053, -2.409, 3.872], [0.254, -1.478, 2.373], [-0.746, 1.230, 3.968], [-0.161, 1.746, 5.262], [0.284, 3.062, 5.136], [0.225, 1.067, 2.993], [-1.504, 1.984, 3.684], [-1.429, 0.367, 4.009], [0.654, 1.110, 5.620], [-1.006, 1.677, 5.954], [0.661, 3.222, 4.266], [-0.069, 0.502, 2.261], [-2.051, 1.485, -5.326], [-1.180, 0.460, -4.516], [-1.906, 0.138, -3.341], [-1.226, 2.234, -6.176], [-2.465, 2.151, -4.564], [-2.945, 1.069, -5.797], [-0.205, 0.876, -4.250], [-0.942, -0.400, -5.153], [-1.414, -0.493, -2.807], [-1.083, 1.663, -6.939], [4.882, -0.055, -2.564], [3.607, -0.008, -1.749], [3.431, -1.282, -1.125], [4.755, -0.919, -3.673], [5.713, -0.405, -1.955], [5.103, 0.938, -2.969], [2.717, 0.213, -2.347], [3.665, 0.773, -0.984], [2.551, -1.320, -0.736], [4.062, -0.664, -4.284]],
  "forces_ev_per_angstrom": [[-0.8, -0.6, 1.0], [0.7, -1.1, -0.3], [0.3, -7.6, 5.6], [-0.7, 3.3, -0.2], [2.7, 2.1, -1.9], [-3.2, 0.9, -3.9], [2.3, 9.3, -5.2], [-0.6, -4.3, -1.4], [-5.6, -2.3, 0.8], [4.7, 0.2, 4.9], [-0.9, -1.1, -2.1], [0.6, 0.3, 1.1], [-0.5, 0.9, 0.9], [-0.1, 0.4, 0.7], [0.0, -0.1, 0.2], [0.5, 0.2, -0.1], [-0.1, -0.5, -0.3], [0.5, -0.2, -0.4], [-0.7, -1.1, 1.8], [0.7, 0.4, -1.1], [0.7, -0.3, -0.6], [-0.2, 0.1, 0.3], [0.0, 0.1, 0.0], [0.0, 0.1, 0.1], [-0.4, 0.4, -0.2], [0.1, 0.0, 0.0], [-1.6, 0.4, -0.4], [-0.3, -1.3, -0.4], [-0.1, 0.9, 0.3], [1.0, 0.2, -0.6], [0.3, 0.4, -0.2], [0.6, -0.5, 0.8], [-0.1, -0.1, 0.0], [0.3, 0.4, 0.4], [0.1, -0.3, 0.0], [-0.1, 0.4, 0.3], [0.6, -0.1, 2.0], [-0.6, 0.3, -0.7], [-0.1, -0.2, 0.0], [-0.2, -0.3, -0.7], [0.2, 0.2, -0.1], [0.3, -0.4, -0.3], [-0.1, 0.5, -0.1], [-0.3, -0.3, 0.1], [-0.1, -0.1, -0.1], [0.2, 0.3, -0.2], [-0.9, 0.6, -0.8], [-0.1, -0.4, 0.8], [0.2, 0.0, -0.1], [0.6, -1.0, -0.1], [0.0, -0.1, -0.1], [0.1, 0.2, 0.5], [0.2, 0.1, -0.4], [0.2, 0.1, 0.0], [-0.1, 0.2, -0.1], [-0.1, 0.4, 0.2]],
  "lumo_ha": -0.1204,
  "e_homo_ev": -9.63,
  "homo_lumo_gap_ev": 6.4,
  "total_energy_ev": -142248.8386
}

{
  "formula": "C6H11N",
  "method": "ωB97M-V with the def2-TZVPD basis set",
  "symbols": ["C", "C", "C", "C", "N", "C", "C", "H", "H", "H", "H", "H", "H", "H", "H", "H", "H", "H"],
  "positions_angstrom": [[-0.498, -1.746, 0.856], [-1.054, 1.797, -0.864], [-0.306, -0.622, -0.112], [-0.407, 0.833, 0.090], [2.070, -0.878, -0.715], [0.792, -0.315, -0.890], [-0.250, 1.091, 1.423], [2.650, -0.841, -1.541], [2.067, -1.830, -0.378], [0.656, 0.148, -1.863], [-0.476, -2.691, 0.306], [0.297, -1.829, 1.603], [-1.414, -1.583, 1.423], [-1.881, 2.309, -0.372], [-1.441, 1.289, -1.748], [-0.332, 2.546, -1.195], [0.443, 0.547, 2.044], [-0.915, 1.776, 1.933]],
  "forces_ev_per_angstrom": [[0.7, 0.5, 0.1], [0.0, -0.1, -0.2], [1.3, 0.4, -1.8], [-2.0, 0.1, 1.8], [-0.3, 0.0, -0.7], [0.7, -2.9, 0.1], [0.0, 0.8, -0.3], [0.1, 0.2, 0.0], [-0.1, 0.1, 0.4], [0.0, 0.9, 0.5], [-0.4, 0.0, 0.0], [0.1, 0.0, 0.1], [-0.1, -0.2, -0.2], [0.0, 0.0, 0.0], [0.0, 0.0, 0.0], [-0.1, 0.1, 0.1], [-0.2, -0.4, 0.0], [0.4, 0.6, -0.1]],
  "de_lowest_kj_mol": 351.16,
  "lumo_ha": 0.0318,
  "e_homo_ev": -6.96,
  "homo_lumo_gap_ev": 7.8,
  "total_energy_ev": -7886.8919
}